27
Properties=species:S:1:pos:R:3:nbo_charge:R:1 method="wB97M-V/def2-TZVPD" mol_weight_g_mol=255.54 lumo_energy_ev="-3.55 / -6.92" spin_multiplicity=2 energy_ev=-69166.76030 charge=+1 gap_ev="7.78 / 4.41"
Zn -0.566 0.827 0.787 1.765
C 1.822 -2.459 0.446 -0.715
C 0.699 -2.052 1.442 0.776
O 0.439 -0.846 1.549 -0.735
O 0.129 -2.984 2.090 -0.088
H 2.600 -2.926 1.051 0.250
H 2.357 -1.630 -0.018 0.260
H 1.505 -3.082 -0.390 0.280
C 0.822 -0.606 -3.065 -0.731
C -0.322 -0.840 -1.996 0.798
O -0.514 0.038 -1.087 -0.992
O -0.974 -1.848 -2.121 -0.664
H 0.905 -1.393 -3.815 0.239
H 1.769 -0.521 -2.531 0.199
H 0.718 0.407 -3.455 0.214
O -2.459 0.096 0.918 -1.004
H -2.929 -0.017 0.092 0.530
H -2.991 -0.369 1.563 0.511
O -0.806 1.853 2.560 -0.990
H -1.663 1.998 2.961 0.513
H -0.237 2.508 2.964 0.516
O -1.493 2.409 -0.265 -0.991
H -1.449 2.533 -1.213 0.520
H -2.164 3.026 0.028 0.502
O 1.270 1.760 0.560 -0.990
H 1.538 2.233 -0.228 0.518
H 1.993 1.886 1.174 0.508